Molecular formula: C41H37BrF4LaN7O2
Method: DFT, ωB97M-V/def2-TZVPD

Computed properties:
E_tot	-5123.51806	a.u.
charge	0
energy above the lowest of the compared OMol25 structures with the same formula, charge and spin	0.010	eV
2S+1	1
E_LUMO	-0.007	hartree

Element x y z (Å)
La  0.360  -0.155  0.289
C  1.029  2.502  -3.814
C  1.155  1.562  -4.822
C  0.675  0.285  -4.602
C  0.081  -0.017  -3.376
N  0.030  0.873  -2.381
C  0.480  2.099  -2.606
C  -0.556  -1.331  -3.151
C  -1.116  -2.020  -4.230
C  -1.721  -3.244  -4.005
C  -1.771  -3.733  -2.714
C  -1.240  -2.954  -1.684
N  -0.639  -1.790  -1.905
C  -1.470  -3.372  -0.290
C  -1.578  -4.723  0.044
C  -1.963  -5.063  1.326
C  -2.245  -4.043  2.224
C  -2.042  -2.731  1.824
N  -1.635  -2.397  0.607
H  1.369  3.516  -3.948
H  1.616  1.812  -5.766
H  0.771  -0.473  -5.363
H  0.410  2.792  -1.779
H  -1.122  -1.586  -5.218
H  -2.173  -3.795  -4.818
H  -2.260  -4.670  -2.497
H  -1.328  -5.482  -0.681
H  -2.048  -6.100  1.616
H  -2.601  -4.256  3.218
H  -2.217  -1.908  2.505
C  1.503  5.009  1.262
C  1.320  3.585  0.715
N  1.346  2.486  1.690
C  2.629  2.415  2.399
C  3.782  1.926  1.529
C  0.266  2.611  2.678
C  -1.139  2.754  2.083
N  -1.462  1.774  1.052
C  -2.710  1.799  0.604
C  -3.117  0.901  -0.424
F  -2.151  0.041  -0.915
C  -4.377  0.806  -0.961
F  -4.596  -0.106  -1.938
C  -5.412  1.614  -0.524
C  -5.071  2.528  0.464
F  -6.039  3.352  0.921
C  -3.807  2.638  1.002
F  -3.670  3.595  1.967
H  1.278  5.722  0.472
H  2.527  5.186  1.584
H  0.832  5.217  2.093
H  2.099  3.394  -0.024
H  0.352  3.535  0.214
H  2.500  1.716  3.232
H  2.896  3.392  2.832
H  3.524  0.972  1.069
H  4.675  1.799  2.141
H  4.016  2.627  0.732
H  0.419  3.483  3.340
H  0.283  1.718  3.311
H  -1.267  3.769  1.680
H  -1.827  2.656  2.935
H  -6.411  1.539  -0.911
O  3.507  2.667  -1.620
C  3.426  1.470  -1.808
N  2.550  0.617  -1.191
C  2.685  -0.620  -1.704
O  2.003  -1.580  -1.335
C  3.745  -0.628  -2.741
C  4.240  -1.627  -3.547
C  5.304  -1.304  -4.384
C  5.831  -0.022  -4.406
C  5.300  0.994  -3.614
C  4.249  0.672  -2.783
H  3.815  -2.619  -3.522
H  5.731  -2.068  -5.017
H  6.671  0.195  -5.051
H  5.706  1.994  -3.640
C  0.494  -1.072  2.707
H  -0.387  -0.740  3.267
H  1.358  -0.768  3.305
H  0.472  -2.168  2.758
Br  1.772  -4.082  0.299
C  2.878  -3.488  1.721
C  3.348  -4.415  2.642
C  4.095  -3.930  3.701
C  4.347  -2.566  3.774
C  3.858  -1.747  2.769
N  3.128  -2.200  1.759
H  3.128  -5.466  2.527
H  4.477  -4.606  4.455
H  4.917  -2.152  4.590
H  4.049  -0.684  2.768

Forces on atoms 1 to 3 (eV/Å):
La -0.586 0.541 -0.173
C -0.065 -0.092 -0.076
C -0.057 0.026 0.170

These are the Löwdin partial charges, in e, on atoms 1 to 6: La 2.011; C -0.034; C -0.039; C -0.005; C -0.224; N 0.046

---

Molecular formula: C6H13NOSi
Method: DFT, ωB97M-V/def2-TZVPD

Computed properties:
SMILES	C=C[Si@]1(C)CCCON1
E_tot	-655.81042	a.u.
charge	0
energy above the lowest of the compared OMol25 structures with the same formula, charge and spin	4.586	eV
2S+1	1
E_LUMO	0.036	hartree

Element x y z (Å)
C  -2.672  -0.529  -1.450
C  -2.182  -0.793  -0.274
Si  -0.437  -0.405  0.273
C  -0.695  -0.389  2.154
C  0.369  1.198  -0.503
C  1.806  0.989  -0.336
C  2.406  -0.277  -0.856
O  2.138  -1.467  -0.071
N  0.704  -1.725  -0.324
H  -3.658  -0.701  -1.770
H  -1.994  -0.028  -2.198
H  -2.668  -1.320  0.573
H  -0.500  0.604  2.545
H  -1.697  -0.711  2.484
H  -0.059  -0.996  2.792
H  0.038  1.946  0.241
H  0.048  1.664  -1.437
H  2.170  1.257  0.717
H  2.365  1.761  -0.924
H  2.040  -0.489  -1.888
H  3.538  -0.277  -0.709
H  0.430  -2.641  -0.481

Forces on atoms 1 to 3 (eV/Å):
C 1.265 1.232 -1.704
C 1.289 -0.947 1.979
Si 0.852 -1.183 -1.056

These are the natural (NBO) partial charges, in e, on atoms 1 to 6: C -0.323; C -0.666; Si 1.699; C -1.142; C -0.847; C -0.464